189
Properties=species:S:1:pos:R:3:forces:R:3:mulliken_charge:R:1 method="wB97M-V/def2-TZVPD" charge=+9 fmax_ev_per_a=3.92 energy_ha=-11952.38905
C -8.114 6.836 -5.949 -0.09 -0.26 0.08 -0.89
N -7.629 5.624 -5.218 0.13 -1.22 0.45 -0.03
C -8.494 4.776 -4.553 1.20 1.49 -1.22 -0.16
C -8.000 3.685 -3.913 2.17 -1.36 1.35 -0.76
C -6.578 3.456 -3.764 0.60 0.95 -1.03 0.68
C -5.712 4.421 -4.371 -1.69 0.17 -0.94 -0.53
C -6.273 5.437 -5.182 -1.54 -0.56 1.66 -0.50
C -5.943 2.232 -3.072 -3.08 0.93 0.18 1.10
C -4.713 1.717 -3.397 0.31 0.35 -0.55 -0.48
C -4.209 0.653 -2.716 -0.85 -0.69 1.49 -0.44
N -4.940 0.043 -1.686 0.75 0.67 -0.91 0.30
C -6.170 0.464 -1.349 0.34 2.89 -2.62 -0.19
C -6.689 1.572 -2.102 0.82 -1.22 2.47 -0.73
C -4.383 -1.065 -0.912 -0.27 -0.10 0.76 -1.25
H -7.847 6.730 -7.000 0.56 0.32 0.17 0.36
H -7.651 7.637 -5.372 -0.23 0.43 -0.74 0.39
H -9.198 6.938 -5.992 0.03 -0.27 0.66 0.34
H -9.535 5.060 -4.583 -0.10 -0.18 -0.07 0.44
H -8.667 2.998 -3.413 -0.25 0.03 -0.16 0.51
H -4.633 4.443 -4.328 0.00 -0.40 0.26 0.40
H -5.721 6.227 -5.671 0.27 -0.23 -0.14 0.46
H -4.169 2.219 -4.183 0.40 -0.33 0.03 0.50
H -3.198 0.325 -2.905 -0.17 -0.44 0.25 0.48
H -6.747 0.157 -0.489 0.46 -0.71 0.04 0.40
H -7.532 1.962 -1.550 -0.56 0.43 -0.88 0.38
H -4.639 -0.862 0.128 -0.01 -0.04 0.01 0.37
H -3.294 -1.126 -0.918 -0.18 0.02 -0.55 0.13
H -4.922 -1.957 -1.232 0.48 -0.21 -0.05 0.57
C 2.458 -10.579 6.092 1.52 -2.54 0.84 -0.94
N 2.552 -9.160 6.073 -1.25 1.54 -1.05 0.02
C 3.640 -8.491 6.529 -1.38 0.24 -0.93 -0.48
C 3.643 -7.110 6.382 -0.21 0.00 -0.50 -0.63
C 2.516 -6.397 5.894 0.43 -2.24 -0.47 0.37
C 1.369 -7.131 5.533 0.76 -1.80 0.60 -0.91
C 1.463 -8.531 5.557 0.26 1.63 1.71 -0.08
C 2.589 -4.987 5.593 -0.14 1.34 0.81 1.00
C 2.959 -4.106 6.621 0.09 -0.58 -1.11 -0.64
C 2.919 -2.751 6.344 0.27 -0.97 1.97 -0.59
N 2.571 -2.314 5.164 -0.20 0.37 -2.10 0.30
C 2.302 -3.170 4.117 0.54 1.12 0.11 -0.43
C 2.263 -4.507 4.317 0.35 -0.74 0.88 -0.56
C 2.732 -0.843 4.931 -0.04 -1.12 -1.53 -0.77
H 2.564 -10.883 7.133 -0.36 -0.31 0.02 0.39
H 3.331 -11.008 5.600 0.09 0.07 -0.13 0.38
H 1.594 -11.047 5.620 -0.16 0.69 0.20 0.36
H 4.450 -9.092 6.914 0.16 0.07 0.04 0.52
H 4.608 -6.642 6.509 -0.08 0.38 0.37 0.53
H 0.355 -6.787 5.394 0.25 0.70 -0.45 0.49
H 0.563 -9.118 5.447 0.25 -0.30 -0.43 0.41
H 3.345 -4.581 7.511 -0.20 0.66 0.49 0.70
H 3.138 -1.978 7.066 0.22 -0.14 0.24 0.51
H 2.252 -2.788 3.108 -0.25 0.45 0.12 0.45
H 2.132 -5.213 3.511 -0.16 0.24 -0.20 0.65
H 2.359 -0.726 3.913 -0.30 0.56 0.18 0.17
H 3.803 -0.658 4.853 -0.09 0.31 0.55 0.43
H 2.171 -0.263 5.663 0.40 -0.21 -0.12 0.20
C 0.846 2.820 -0.060 -0.31 -2.41 0.00 -1.10
N 1.106 4.118 -0.602 0.20 0.77 0.77 0.31
C 0.091 4.968 -0.888 0.86 0.37 -0.81 -0.08
C 0.362 6.282 -1.296 -1.44 -0.48 0.86 -0.82
C 1.649 6.764 -1.370 0.61 -0.75 -0.58 1.02
C 2.637 5.815 -1.099 0.48 0.16 0.83 -0.90
C 2.380 4.527 -0.597 0.74 2.67 -2.16 -0.44
C 2.043 8.130 -1.842 -0.25 0.75 0.72 0.74
C 1.213 8.800 -2.752 0.79 0.33 -0.07 -0.81
C 1.516 10.099 -3.184 1.75 -0.46 1.58 -0.12
N 2.590 10.740 -2.623 -0.13 -2.02 0.87 0.05
C 3.409 10.111 -1.650 -1.34 0.52 -2.44 -0.59
C 3.181 8.808 -1.283 -1.31 0.16 -0.68 -0.55
C 2.869 12.116 -3.026 0.63 0.44 -0.40 -0.81
H -0.132 2.453 -0.370 -0.11 0.30 0.53 0.22
H 1.030 2.754 1.012 -0.59 0.46 0.09 0.25
H 1.539 2.062 -0.426 0.29 0.33 -0.48 0.33
H -0.901 4.542 -0.882 -0.22 0.11 0.30 0.48
H -0.505 6.915 -1.411 -0.07 0.08 -0.27 0.63
H 3.623 6.232 -1.241 0.51 -0.81 0.28 0.57
H 3.233 3.887 -0.425 -0.43 -0.48 0.38 0.61
H 0.358 8.334 -3.219 -0.02 -0.18 0.13 0.46
H 0.958 10.587 -3.969 0.02 0.29 0.14 0.40
H 4.300 10.647 -1.357 -0.18 0.34 0.22 0.46
H 3.854 8.423 -0.532 -0.12 -0.41 -0.03 0.45
H 2.216 12.345 -3.867 -0.09 0.41 0.44 0.27
H 3.890 12.204 -3.398 0.09 -0.20 0.06 0.39
H 2.793 12.758 -2.148 -0.40 0.16 -0.25 0.37
C 6.364 2.945 -8.691 0.28 0.48 -0.84 -0.83
N 5.620 2.176 -7.713 -1.68 -1.11 0.01 0.05
C 5.879 0.850 -7.600 1.35 1.30 1.22 -0.37
C 5.250 0.146 -6.623 -2.41 -0.89 1.10 -0.66
C 4.097 0.652 -5.956 -0.40 1.68 -0.22 0.23
C 3.652 1.957 -6.316 2.05 -0.40 -0.49 -0.88
C 4.517 2.697 -7.137 -0.43 -0.66 -0.21 0.04
C 3.308 -0.195 -4.981 0.31 0.26 -1.19 0.75
C 2.963 0.105 -3.692 0.27 -0.02 1.19 -0.82
C 2.328 -0.861 -2.904 0.44 0.58 -0.61 -0.17
N 1.959 -2.023 -3.437 -0.32 0.43 -0.40 0.25
C 2.191 -2.299 -4.757 -1.41 -0.28 1.92 -0.57
C 2.838 -1.388 -5.503 1.07 -0.34 -1.42 -0.57
C 1.090 -2.922 -2.632 1.10 0.37 0.07 -0.47
H 6.424 2.386 -9.624 -0.03 -0.09 0.06 0.42
H 7.381 3.103 -8.331 -0.15 0.39 0.01 0.35
H 5.774 3.838 -8.896 0.63 0.19 0.06 0.27
H 6.794 0.530 -8.076 -0.17 -0.36 -0.37 0.50
H 5.441 -0.893 -6.396 0.72 -0.03 -0.29 0.62
H 2.744 2.493 -6.084 -0.16 -0.52 0.57 0.43
H 4.241 3.693 -7.452 0.22 0.13 0.10 0.37
H 3.269 1.020 -3.205 0.05 0.07 -0.07 0.59
H 2.136 -0.700 -1.854 -0.10 -0.14 0.08 0.66
H 1.679 -3.195 -5.075 0.48 -0.13 -0.46 0.54
H 3.093 -1.597 -6.532 -0.32 -0.28 -0.13 0.68
H 0.066 -2.575 -2.770 0.00 -0.59 -0.14 0.33
H 1.384 -2.774 -1.593 -0.10 -0.20 -0.05 -0.27
H 1.381 -3.921 -2.955 -0.72 -0.09 0.18 0.38
C -5.806 -5.018 0.775 -2.02 0.85 1.21 -0.96
N -4.428 -5.348 0.481 -1.36 -1.69 -0.01 0.17
C -4.284 -6.553 -0.133 2.08 1.25 -0.15 -0.30
C -2.988 -6.898 -0.469 0.63 0.26 -1.15 -0.76
C -1.900 -6.014 -0.280 -1.30 -0.19 1.23 0.04
C -2.141 -4.868 0.507 0.79 -0.61 -0.26 -0.13
C -3.420 -4.574 0.919 -0.21 -0.22 -0.96 -0.78
C -0.552 -6.368 -0.779 0.43 -0.42 -2.32 0.84
C -0.425 -6.858 -2.139 0.60 -1.00 0.72 -0.82
C 0.768 -7.380 -2.590 0.97 1.21 1.29 -0.44
N 1.918 -7.289 -1.791 -2.82 -0.16 -1.36 0.12
C 1.828 -6.779 -0.584 0.08 0.35 0.34 -0.52
C 0.615 -6.264 -0.059 0.14 -0.82 0.17 -0.65
C 3.151 -7.785 -2.374 0.83 -1.20 0.77 -0.71
H -5.980 -4.860 1.839 0.47 -0.05 0.19 0.43
H -6.520 -5.807 0.540 0.48 -0.16 -0.35 0.35
H -6.193 -4.110 0.313 0.54 0.01 -0.43 0.30
H -5.138 -7.131 -0.455 -0.17 0.10 0.33 0.47
H -2.836 -7.781 -1.072 -0.03 -0.31 0.22 0.64
H -1.279 -4.264 0.754 -0.25 0.38 0.17 0.41
H -3.760 -3.706 1.464 0.43 0.08 0.11 0.73
H -1.238 -7.024 -2.830 -0.41 0.37 0.21 0.68
H 0.947 -7.779 -3.577 -0.29 -0.13 -0.01 0.44
H 2.793 -6.805 -0.099 -0.19 0.44 0.77 0.67
H 0.556 -5.927 0.965 0.41 0.11 -0.03 0.61
H 3.061 -7.704 -3.457 0.72 0.29 0.28 0.28
H 3.299 -8.831 -2.102 -0.68 -0.44 -0.35 0.40
H 4.010 -7.410 -1.817 0.04 1.03 -0.78 0.30
C -2.579 -2.388 5.227 -0.66 -0.12 -0.24 -1.03
N -2.159 -1.013 5.493 -0.25 2.16 0.02 0.22
C -2.897 -0.027 4.864 1.32 0.36 -0.20 -0.38
C -2.421 1.269 4.835 0.98 -0.17 0.04 -0.47
C -1.190 1.558 5.414 0.09 -1.12 -0.18 1.01
C -0.424 0.574 6.053 -1.91 -0.21 -0.52 -1.04
C -1.013 -0.708 6.148 0.66 0.51 -0.71 -0.70
C -0.584 2.867 5.198 0.98 2.31 2.40 -0.08
C -0.085 3.543 6.379 0.94 0.20 -2.70 -0.76
C 0.753 4.671 6.136 -1.29 -1.35 1.23 -0.16
N 0.982 5.104 4.915 -0.05 1.09 -1.99 0.07
C 0.453 4.548 3.785 -1.48 -0.69 1.77 -0.74
C -0.432 3.476 3.947 1.73 -0.38 -0.40 0.07
C 1.835 6.311 4.748 1.24 -0.23 -0.28 -0.92
H -2.269 -2.565 4.197 -0.08 -0.34 0.03 0.38
H -3.666 -2.364 5.303 0.08 -0.41 -0.05 0.37
H -2.186 -3.152 5.898 0.17 0.47 0.14 0.35
H -3.715 -0.276 4.205 -0.21 -0.52 0.42 0.36
H -2.726 2.096 4.210 -1.38 -0.37 -0.12 0.69
H 0.573 0.918 6.287 0.04 -0.83 0.80 0.86
H -0.544 -1.567 6.604 0.17 0.10 0.15 0.51
H -0.224 3.101 7.355 0.01 0.34 0.17 0.65
H 1.278 5.272 6.863 -0.30 -0.35 0.61 0.47
H 0.665 5.001 2.828 0.14 0.06 0.15 0.83
H -0.716 2.921 3.065 -0.51 0.24 -0.17 0.14
H 2.570 6.043 3.988 -0.11 0.23 -0.19 0.40
H 2.444 6.495 5.634 -0.39 -0.08 0.17 0.34
H 1.315 7.228 4.473 -0.42 -0.37 0.08 0.33
As -3.472 3.302 0.643 -0.92 1.19 0.15 1.88
F -1.848 2.804 1.212 -0.75 0.31 -0.66 -0.27
F -3.836 3.687 2.350 0.39 -0.57 -1.74 -0.46
F -5.058 3.868 0.115 1.16 -1.09 0.39 -0.45
F -2.992 3.008 -1.084 -0.18 -0.44 1.36 -0.44
F -4.032 1.586 0.832 0.53 1.77 -0.36 -0.48
F -2.894 4.974 0.299 0.13 -1.41 0.73 -0.52
As 3.991 -3.944 0.138 3.20 0.02 2.04 1.91
F 3.394 -2.381 -0.530 0.54 -1.20 0.41 -0.42
F 3.606 -4.755 -1.340 -0.53 0.15 -0.14 -0.43
F 4.391 -5.566 0.885 -0.60 1.61 -0.96 -0.55
F 4.528 -3.179 1.677 -1.22 -0.44 -1.36 -0.47
F 2.338 -4.191 0.801 0.81 0.27 -0.49 -0.34
F 5.690 -3.717 -0.436 -2.67 -0.18 0.50 -0.46
As -0.573 -1.212 1.154 1.47 0.95 -0.12 2.09
F -2.097 -1.852 1.721 0.40 0.10 0.27 -0.40
F -0.740 -2.187 -0.331 0.23 0.41 1.01 -0.52
F 1.049 -0.627 0.572 -2.04 -0.35 0.53 -0.43
F -0.382 -0.120 2.643 -0.35 -1.60 -1.86 -0.40
F 0.300 -2.589 1.986 -1.34 1.70 -0.82 -0.35
F -1.513 0.059 0.285 1.43 -1.06 1.02 -0.41